Computed, not measured: a cluster of 2 separate species, C5H13NO in total at a distorted geometry, with ωB97M-V with the def2-TZVPD basis set.

```
20
Properties=species:S:1:pos:R:3:mulliken_charge:R:1
C -0.62084 3.47174 0.59225 -0.922
C 0.16231 2.21293 0.32408 0.674
N 1.41983 2.31042 -0.24337 -0.388
O -0.17903 1.06243 0.58698 -0.652
H -1.67850 3.27842 0.33978 0.259
H -0.19186 4.29208 0.03355 0.349
H -0.48588 3.61738 1.67597 0.251
H 1.89087 1.47355 -0.52502 0.219
H 1.80902 3.23600 -0.29925 0.170
C -0.81448 -1.82463 -0.91719 -0.840
C 0.00134 -2.67036 0.01381 -0.292
C 0.05131 -4.23670 -0.19411 -1.113
H -1.89555 -1.94903 -1.04889 0.338
H -0.43866 -1.60834 -1.92515 0.329
H -0.80676 -0.76212 -0.54689 0.083
H 0.88878 -2.12347 0.32403 0.380
H -0.52491 -2.58017 1.00226 0.229
H -0.92673 -4.56501 -0.53582 0.323
H 0.65180 -4.27533 -1.14823 0.260
H 0.62807 -4.65395 0.61653 0.343
```

LUMO level: 0.0297 hartree
Charge: 0
SMILES string: CC(N)=O.CCC
Relative energy (zero: lowest compared OMol25 entry of this formula, charge and spin): 1.070 eV
HOMO: -9.86 eV
Gap between HOMO and LUMO: 10.67 eV
Electronic energy: -328.279512 hartree